Model a:
A cluster of 2 separate species, C2H3Cl2N in total. Source: OMol25; level of theory: ωB97M-V with the def2-TZVPD basis set.

## Properties
* LUMO: 0.76 eV
* Kohn-Sham gap: 10.05 eV

Geometry as ORCA input:
```
! RIJCOSX wB97M-V def2-TZVPD def2/J DEFGRID3
* xyz 0 1
C 0.251 -0.026 -0.317
Cl 2.624 1.455 -0.092
H 0.374 0.337 1.985
C 1.635 -0.014 0.160
Cl 2.553 -1.509 -0.058
N 0.589 0.019 1.054
H -0.350 -1.460 -0.960
H -0.487 0.585 -0.880
*
```



Model b:
An isolated molecule of C2H3Cl2N. Source: OMol25; level of theory: ωB97M-V with the def2-TZVPD basis set.

## Properties
* LUMO: 0.68 eV
* Kohn-Sham gap: 10.88 eV

Geometry as ORCA input:
```
! RIJCOSX wB97M-V def2-TZVPD def2/J DEFGRID3
* xyz 0 1
C 0.346 -0.532 -0.606
C -0.470 0.307 0.498
Cl -1.019 -1.226 -1.544
Cl 1.387 0.436 -1.652
N -0.181 1.040 1.452
H -1.591 0.046 0.353
H 0.705 -1.356 -0.149
H 0.823 1.286 1.648
*
```



Model c:
A cluster of 2 separate species, C2H3Cl2N in total. Source: OMol25; level of theory: ωB97M-V with the def2-TZVPD basis set.

## Properties
* LUMO: 0.53 eV
* Kohn-Sham gap: 11.13 eV

Geometry as ORCA input:
```
! RIJCOSX wB97M-V def2-TZVPD def2/J DEFGRID3
* xyz 0 1
H 0.151 -0.747 1.511
C -0.129 -0.984 0.484
Cl 0.981 2.341 -0.304
H 0.507 1.413 -1.045
C -0.750 0.185 -0.136
Cl 1.332 -1.503 -0.388
H -0.836 -1.815 0.491
N -1.256 1.110 -0.613
*
```



Verdict on stability: model a comes out at the bottom.